Below is H3OPS in the gas phase in a non-equilibrium geometry, with properties calculated with ωB97M-V/def2-TZVPD.

Properties
Orbital gap in eV: 9.409
Charge: 0
SMILES: OPS
Lowest unoccupied orbital energy in Ha: 0.017

Structure (XYZ):
```
6
Properties=species:S:1:pos:R:3:forces:R:3
O -1.34946 -0.81997 0.02657 -0.542 0.609 -0.522
P -0.51530 0.58493 0.14997 0.869 -0.150 0.969
S 1.58057 -0.21952 0.04613 -1.201 0.879 -0.364
H -0.85552 -1.46021 0.49529 0.427 -1.517 1.000
H -0.83763 0.90448 -1.14299 0.244 0.454 -1.225
H 1.97735 1.01029 0.42502 0.203 -0.275 0.142
```
Positions in Å, forces in eV/Å.

Below is H3OPS2 in the gas phase in a non-equilibrium geometry, with properties calculated with ωB97M-V/def2-TZVPD.

Properties
Orbital gap in eV: 9.746
Charge: 0
SMILES: O[P@H](=S)S
Lowest unoccupied orbital energy in Ha: 0.016

Structure (XYZ):
```
7
Properties=species:S:1:pos:R:3:forces:R:3
O -0.03822 0.68779 1.47701 1.172 -3.415 2.205
P -0.36384 0.23066 -0.00394 -1.885 2.318 -2.225
S -1.93610 -0.85473 -0.37602 0.965 0.554 0.308
S 1.41508 -0.40565 -0.75300 2.255 0.524 1.626
H 0.18636 -0.21561 1.98875 -0.756 2.932 -1.120
H -0.27779 1.63144 -0.57569 -0.694 -1.740 0.762
H 1.01450 -1.07389 -1.75711 -1.057 -1.172 -1.556
```
Positions in Å, forces in eV/Å.

Below is 2 unconnected molecules or ions with the total composition H3PS2 in a non-equilibrium geometry, with properties calculated with ωB97M-V/def2-TZVPD.

Properties
Orbital gap in eV: 7.594
Charge: 0
SMILES: [H][H].S=PS
Lowest unoccupied orbital energy in Ha: -0.058

Structure (XYZ):
```
6
Properties=species:S:1:pos:R:3:forces:R:3
H 0.47097 -2.92848 -0.65594 -0.064 0.120 -0.021
H 0.09437 -2.28449 -0.56606 0.253 -0.487 -0.058
S -1.09263 -0.20865 -0.12765 1.211 0.781 1.489
P 0.28588 0.47437 1.13366 -1.537 -0.175 -1.681
S 0.56654 2.48455 0.55032 2.102 -0.196 2.275
H -0.32513 2.46270 -0.33433 -1.966 -0.043 -2.003
```
Positions in Å, forces in eV/Å.

Below is 2 unconnected molecules or ions with the total composition H3PS2 in a non-equilibrium geometry, with properties calculated with ωB97M-V/def2-TZVPD.

Properties
Orbital gap (spin up / spin down) in eV: 7.683 / 7.591
Charge: 0
Lowest unoccupied orbital energy (spin up / spin down) in Ha: -0.047 / -0.042

Structure (XYZ):
```
6
Properties=species:S:1:pos:R:3:forces:R:3
P -0.34384 0.33995 -0.17120 0.961 -0.213 -3.711
S -2.23239 -0.20115 -0.09016 1.634 0.534 0.142
S 0.96303 0.20056 1.44195 -0.544 0.013 -0.134
H 1.03855 -0.85734 -1.54271 -1.884 1.396 1.628
H -0.00636 1.60451 -0.98518 -0.517 -1.622 1.588
H 0.58100 -1.08654 1.34731 0.352 -0.107 0.487
```
Positions in Å, forces in eV/Å.

Below is a molecular structure, H3PS2 in a non-equilibrium geometry, with properties calculated with ωB97M-V/def2-TZVPD.

Properties
Orbital gap (spin up / spin down) in eV: 6.915 / 7.258
Charge: 0
Lowest unoccupied orbital energy (spin up / spin down) in Ha: -0.073 / -0.065

Structure (XYZ):
```
6
Properties=species:S:1:pos:R:3:forces:R:3
P -0.72059 -1.24254 -1.42836 0.283 0.325 -0.582
S -1.15276 1.56161 0.25800 0.153 0.211 0.067
S -0.79313 0.82426 -1.49997 -0.278 -0.616 0.142
H -0.25935 -1.32249 -0.10466 -0.223 0.086 0.343
H 1.80246 0.21182 1.54909 -1.266 -0.505 -0.628
H 1.12337 -0.03266 1.22591 1.331 0.500 0.658
```
Positions in Å, forces in eV/Å.

Below is 2 unconnected molecules or ions with the total composition H3S3, with properties calculated with ωB97M-V/def2-TZVPD.

Properties
Orbital gap in eV: 5.937
Charge: -1
Lowest unoccupied orbital energy in Ha: 0.111

Structure (XYZ):
```
6
Properties=species:S:1:pos:R:3:forces:R:3
S -0.54141 -2.02576 1.18214 0.300 -0.178 -0.107
H -1.76147 -1.50259 1.06719 -0.253 0.165 0.060
S 1.11090 2.03039 -1.48513 -0.067 -0.212 0.094
S 0.57479 -0.29994 1.35884 -0.124 0.014 0.077
H 0.03360 1.64680 -2.19048 -0.005 0.026 -0.013
H 0.58358 0.15111 0.06745 0.149 0.185 -0.110
```
Positions in Å, forces in eV/Å.

Energy above the lowest of the compared OMol25 structures with the same formula, charge and spin per entry: 0.283, 0.556, 1.039, 3.003, 2.430, 0.290 eV